Entry from the OMol25 dataset: a gas-phase ion, C2H4N3 (charge +1) (the ωB97M-V functional and the def2-TZVPD basis).

The spin multiplicity is 1. Its HOMO energy is -15.736 eV. The calculation puts the energy above the lowest of the compared OMol25 structures with the same formula, charge and spin at 109.5 kcal per mole. Its total charge is +1. Its SMILES is [NH+]#CN1CN1. The total energy is -6596.718 eV.

Geometry as XYZ:
```
9
Properties=species:S:1:pos:R:3:forces:R:3
N 2.48520 0.05595 0.05409 -3.06 -0.41 -0.30
C 1.30907 0.14065 -0.06115 0.02 -0.08 0.44
N -0.21628 0.34046 0.28066 5.63 0.42 1.66
C -1.32937 -0.51386 -0.00233 1.65 -0.46 -1.29
N -1.19028 0.86205 -0.55873 1.49 -4.05 -2.90
H 3.50364 -0.25914 0.06935 -1.98 0.80 -0.07
H -1.82904 -0.75714 0.91453 -0.73 0.10 0.07
H -1.07448 -1.32544 -0.69024 -0.77 0.38 -0.01
H -1.65846 1.45647 -0.00619 -2.26 3.29 2.40
```
Positions in Å, forces in eV/Å.